DFT (ωB97M-V/def2-TZVPD) results for an isolated molecule of C4H9NO.

Geometry as XYZ:
```
15
Properties=species:S:1:pos:R:3:nbo_charge:R:1
C 1.971 0.275 0.079 -0.64
C 0.945 1.040 -0.757 -0.09
O -0.097 1.654 0.060 -0.50
C -1.024 0.745 0.406 0.40
N -0.902 -0.424 -0.038 -0.52
C -1.776 -1.509 0.231 -0.42
H 2.948 0.298 -0.418 0.21
H 1.702 -0.774 0.243 0.22
H 2.074 0.755 1.056 0.21
H 0.516 0.367 -1.513 0.21
H 1.388 1.896 -1.249 0.18
H -1.807 1.137 1.067 0.15
H -1.159 -2.313 0.648 0.20
H -2.169 -1.859 -0.731 0.20
H -2.609 -1.288 0.914 0.17
```

Values from the calculation:
- orbital gap (eV) = 10.61
- maximum force (eV/Å) = 0.68
- HOMO (eV) = -9.49
- ΔE to the lowest compared entry with this formula, charge and spin (kcal/mol) = 38.9
- SMILES = CCO/C=N/C